1.
ORCA calculation (the ωB97M-V functional and the def2-TZVPD basis) on a single C8H9ClO2S molecule.

Output
Net charge: 0
Highest occupied orbital energy, eV: -10.3
Frontier orbital gap, hartree: 0.3838
E_LUMO, eV: 0.19
Relative energy (zero: lowest compared OMol25 entry of this formula, charge and spin), kcal per mole: 0.0
SMILES string: O=S(=O)(CCCl)c1ccccc1

Each line ends with the Löwdin charge.
Cartesian coordinates (Å):
C (1.92854, -0.72975, 0.29553)  -0.663
C (1.67573, 0.59658, -0.53130)  -0.270
C (-1.11952, 0.25328, 0.02519)  -0.305
C (-1.45116, -0.48420, 1.15369)  -0.060
C (-2.53426, -1.39872, 1.13234)  -0.039
C (-3.26110, -1.52449, -0.06510)  -0.068
C (-2.84388, -0.82942, -1.18259)  -0.094
C (-1.77336, 0.01418, -1.19742)  -0.051
H (1.03026, -1.39015, 0.20901)  0.076
H (2.09685, -0.44508, 1.32552)  0.065
H (2.46814, 1.37875, -0.43228)  0.115
H (1.42515, 0.33100, -1.61634)  0.121
H (-0.93406, -0.21724, 2.03186)  0.096
H (-2.80254, -1.93501, 2.05653)  0.113
H (-4.04092, -2.26844, -0.16653)  0.107
H (-3.45134, -0.92974, -2.08130)  0.114
H (-1.47604, 0.59531, -2.06660)  0.120
O (-0.14330, 2.48903, -0.81921)  -0.317
O (0.46365, 1.78456, 1.50235)  -0.315
S (0.18564, 1.43587, 0.11766)  0.670
Cl (3.31914, -1.62746, -0.25821)  0.584



2.
ORCA calculation (the ωB97M-V functional and the def2-TZVPD basis) on a single C7H8 molecule.

Output
Net charge: 0
Highest occupied orbital energy, eV: -8.2
Frontier orbital gap, hartree: 0.2818
E_LUMO, eV: -0.56
Relative energy (zero: lowest compared OMol25 entry of this formula, charge and spin), kcal per mole: 169.2

Each line ends with the Löwdin charge.
Cartesian coordinates (Å):
C (0.38852, -0.57135, -0.13050)  -0.385
C (1.50520, -1.35685, -0.64104)  0.213
C (1.80176, -0.04586, -0.03461)  -0.258
C (2.58746, 0.98978, 0.20828)  0.043
C (-0.55926, -1.12961, 0.88730)  0.002
C (-0.82526, 0.18054, 0.16204)  -0.261
C (-1.95889, 0.19078, -0.77255)  -0.063
H (2.03609, 1.85123, 0.49580)  0.037
H (3.64248, 1.15271, -0.05938)  0.066
H (-1.08670, -1.96794, 0.59323)  0.092
H (-0.27883, -1.12650, 1.91989)  0.111
H (-0.62946, 1.17296, 0.56440)  0.147
H (-2.82035, 0.52016, -0.33377)  0.046
H (-2.05340, -0.81509, -1.37607)  0.143
H (-1.74935, 0.95505, -1.48303)  0.069



3.
ORCA calculation (the ωB97M-V functional and the def2-TZVPD basis) on 2 unconnected molecules or ions with the total composition C6H12O3.

Output
Net charge: 0
Highest occupied orbital energy, eV: -9.4
Frontier orbital gap, hartree: 0.3725
E_LUMO, eV: 0.74
Relative energy (zero: lowest compared OMol25 entry of this formula, charge and spin), kcal per mole: 157.9

Each line ends with the Löwdin charge.
Cartesian coordinates (Å):
C (0.91737, -1.34299, -1.46563)  -0.014
C (0.59713, 0.12247, -1.38483)  -0.311
C (0.83887, 1.09065, 0.78670)  -0.436
C (0.84581, 0.13106, 1.96548)  -0.040
C (-1.34638, 0.80195, -0.40166)  -0.533
C (-2.07269, -0.44980, 0.06379)  0.008
H (2.05058, -1.48332, -1.39673)  0.124
H (0.42122, -1.92375, -0.69621)  0.073
H (0.62372, -1.78572, -2.36714)  0.061
H (0.98620, 0.66618, -2.29094)  0.167
H (1.44235, 2.24381, 1.08907)  0.221
H (0.76576, 0.73738, 2.95336)  0.098
H (2.03873, -0.20923, 2.01683)  0.148
H (0.08551, -0.64911, 2.01180)  0.046
H (-2.02876, 1.67150, -0.42930)  0.162
H (-1.33416, -1.21579, 0.22620)  0.000
H (-2.02586, -0.41484, 1.60229)  0.211
H (-2.88649, -0.48577, -0.78752)  0.129
O (1.40789, 0.49345, -0.24282)  -0.042
O (-0.54507, 1.46598, 0.43815)  -0.056
O (-0.78173, 0.53589, -1.69088)  -0.015



4.
ORCA calculation (the ωB97M-V functional and the def2-TZVPD basis) on a molecular structure, C3H4CrMgO4.

Output
Net charge: +2
Highest occupied orbital energy (spin up / spin down), eV: -16.2 / -16.2
Frontier orbital gap (spin up / spin down), hartree: 0.2709 / 0.2882
2S+1: 5
E_LUMO (spin up / spin down), eV: -8.82 / -8.35
⟨S²⟩: 6.024

Each line ends with the Löwdin spin population.
Cartesian coordinates (Å):
O (-2.26593, 2.26002, 1.64451)  0.000
C (-2.10589, 1.07995, 1.04998)  0.000
O (-2.56369, -0.06980, 1.68256)  0.000
C (-3.81310, 0.05002, 2.42189)  0.000
Mg (-3.68615, 2.09972, 2.92731)  0.000
H (0.53881, 0.54664, 0.69896)  0.000
H (-3.75949, -0.71202, 3.21337)  0.000
H (-4.63299, -0.25754, 1.74509)  0.000
H (-1.54519, 0.90742, 0.12162)  0.000
O (2.06718, -0.87740, 0.35120)  -0.008
C (1.67479, 0.31581, 0.49398)  0.031
O (2.50483, 1.25978, 0.35749)  -0.008
Cr (3.87438, -0.13752, 0.04059)  3.985



5.
ORCA calculation (the ωB97M-V functional and the def2-TZVPD basis) on 2 unconnected molecules or ions with the total composition C5H12N3O.

Output
Net charge: +2
Highest occupied orbital energy (spin up / spin down), eV: -18.8 / -18.8
Frontier orbital gap (spin up / spin down), hartree: 0.4018 / 0.2468
2S+1: 2
E_LUMO (spin up / spin down), eV: -7.82 / -12.04
⟨S²⟩: 0.760

Each line ends with the Löwdin spin population.
Cartesian coordinates (Å):
C (-1.78099, -0.97975, 0.28186)  0.026
C (-0.40839, -1.59608, 0.25102)  0.056
C (0.75643, -0.83776, -0.10824)  0.319
C (1.57171, -0.08685, 0.70129)  0.231
N (2.81194, 0.17680, 0.08438)  0.058
C (2.74599, -0.34368, -1.12993)  0.233
N (1.52741, -0.97055, -1.32756)  0.023
N (-1.76234, 0.53862, 0.14864)  0.008
H (-2.46072, -1.33454, 1.17787)  -0.001
H (-2.22470, -1.51145, -0.63035)  0.002
H (-0.11010, -2.05174, 1.29656)  0.026
H (-0.52548, -2.50820, -0.36616)  0.001
H (1.14087, 0.31261, 1.57133)  0.007
H (3.40032, -0.39624, -1.96707)  0.007
H (1.41257, -1.68481, -2.04640)  -0.001
H (-0.95564, 1.01575, -0.28505)  0.005
H (-2.67351, 0.90364, -0.55049)  0.000
H (-1.86144, 0.75915, 1.09213)  0.000
H (-0.09804, 3.39849, 1.38849)  0.000
H (-0.05485, 3.88813, -0.08898)  0.000
O (-0.45106, 3.30844, 0.50669)  0.002



6.
ORCA calculation (the ωB97M-V functional and the def2-TZVPD basis) on 8 unconnected molecules or ions with the total composition C16H51N3O8.

Output
Net charge: -1
Highest occupied orbital energy (spin up / spin down), eV: 0.6 / -6.8
Frontier orbital gap (spin up / spin down), hartree: 0.0733 / 0.3413
2S+1: 2
E_LUMO (spin up / spin down), eV: 2.55 / 2.49
⟨S²⟩: 0.750

Each line ends with the Löwdin spin population.
Cartesian coordinates (Å):
C (-4.38656, 4.31387, 2.93227)  0.003
C (-4.34956, 4.86518, 1.44659)  0.001
C (-3.44837, 4.05197, 0.43773)  0.002
O (-4.09355, 2.80210, 0.40428)  0.014
C (-3.31943, 1.59947, -0.00890)  0.035
N (-5.65426, 5.03377, 0.89497)  0.000
H (-3.56148, 4.67568, 3.54580)  0.000
H (-4.54753, 3.23944, 3.02062)  0.002
H (-5.27281, 4.68107, 3.44979)  0.000
H (-3.97601, 5.88917, 1.44664)  0.000
H (-2.47761, 4.05430, 0.93343)  0.000
H (-3.32859, 4.49117, -0.55265)  0.001
H (-3.92256, 0.69260, -0.05260)  0.031
H (-2.63061, 1.38905, 0.80923)  0.006
H (-2.81811, 1.77441, -0.96084)  0.004
H (-6.18237, 4.17705, 0.80993)  0.001
H (-6.10611, 5.43636, 1.70359)  0.000
C (0.14331, 2.61458, -0.40012)  0.003
C (1.18178, 3.65319, -0.15346)  0.001
C (0.44939, 4.98075, 0.33993)  0.001
O (-0.56478, 5.30067, -0.61147)  0.001
C (-1.06445, 6.58486, -0.42674)  0.000
N (2.08847, 3.25648, 0.89229)  0.000
H (-0.62638, 2.38635, 0.33716)  0.001
H (0.66025, 1.66597, -0.54505)  0.002
H (-0.44976, 2.85740, -1.28183)  0.001
H (1.87448, 3.76137, -0.98806)  0.000
H (1.23414, 5.73235, 0.42573)  0.000
H (-0.08163, 4.70835, 1.25203)  0.000
H (-0.29546, 7.34074, -0.58612)  0.000
H (-1.67103, 6.71330, 0.46973)  0.000
H (-1.77017, 6.73333, -1.24405)  0.000
H (2.83571, 3.91881, 1.04412)  0.000
H (2.66415, 2.48612, 0.58371)  0.000
C (3.17444, -4.40975, -0.94821)  0.009
C (2.77186, -5.01517, 0.34674)  0.011
C (4.08592, -5.55332, 1.17421)  0.006
O (3.67472, -6.38113, 2.20843)  0.005
C (3.12512, -7.68914, 1.95810)  0.026
N (2.08501, -3.97988, 1.10421)  0.010
H (3.71491, -5.00301, -1.68580)  0.002
H (3.77331, -3.55946, -0.62194)  0.000
H (2.29116, -4.03803, -1.46757)  0.002
H (2.20874, -5.90141, 0.05423)  0.005
H (4.74003, -4.74975, 1.51259)  0.002
H (4.67412, -6.19194, 0.51520)  0.001
H (2.91261, -8.38652, 2.76841)  0.003
H (3.82915, -8.29755, 1.39040)  0.002
H (2.21799, -7.75541, 1.35741)  0.011
H (2.60387, -3.67562, 1.91557)  0.007
H (1.32326, -4.41932, 1.60092)  0.027
O (1.15513, -1.64935, -2.98463)  0.013
H (1.41674, -1.41624, -2.09388)  0.003
H (0.24338, -1.36510, -3.04913)  0.006
C (-1.96316, -0.14308, -3.73295)  0.066
O (-1.76612, -1.24587, -2.91521)  0.149
H (-2.33558, -0.47129, -4.70335)  0.012
H (-2.69271, 0.52320, -3.27261)  0.011
H (-1.07585, 0.41211, -4.03716)  0.003
H (-2.59345, -1.69608, -2.72962)  0.088
C (-0.20841, -1.40539, 0.22619)  0.057
O (1.23748, -1.31721, 0.08820)  0.009
H (-0.52723, -2.16874, 0.93593)  0.035
H (-0.68387, -0.48309, 0.55996)  0.005
H (-0.52517, -1.77968, -0.74729)  0.009
H (1.59639, -2.16817, 0.35021)  0.001
C (-0.42473, -4.66242, -2.08768)  0.111
O (-0.64042, -6.02827, -1.96753)  0.079
H (-1.27196, -4.01689, -2.31918)  0.035
H (0.03162, -4.18486, -1.22063)  0.009
H (0.17517, -4.57526, -2.99355)  0.007
H (-1.39391, -6.19903, -1.39771)  0.042
C (3.99124, 0.61174, 1.48919)  0.004
O (3.20721, 0.88986, 0.38562)  0.001
H (4.63555, -0.21797, 1.19846)  0.001
H (4.54915, 1.50763, 1.76164)  0.000
H (3.46732, 0.28891, 2.38885)  0.002
H (2.65749, 0.10578, 0.31763)  0.000



7.
ORCA calculation (the ωB97M-V functional and the def2-TZVPD basis) on 2 unconnected molecules or ions with the total composition C5H13NO.

Output
Net charge: 0
Highest occupied orbital energy, eV: -8.4
Frontier orbital gap, hartree: 0.3274
E_LUMO, eV: 0.52
Relative energy (zero: lowest compared OMol25 entry of this formula, charge and spin), kcal per mole: 90.7

Each line ends with the Löwdin charge.
Cartesian coordinates (Å):
C (-0.58310, -2.20857, -1.76237)  -0.221
O (-0.51536, -1.17120, -0.82571)  -0.315
H (0.19715, -0.74828, 0.23199)  0.164
H (0.35422, -2.78152, -1.81359)  0.067
H (-0.73639, -1.83054, -2.78487)  0.066
H (-1.39884, -2.90931, -1.52441)  0.063
C (0.01693, 0.07549, 2.37562)  -0.048
C (-0.37866, 1.70452, -1.11843)  -0.070
C (0.36744, 0.37209, 0.92782)  -0.471
N (1.70210, 0.91346, 0.78494)  0.073
C (-0.63881, 0.85956, 0.07401)  -0.079
H (2.36856, 0.35139, 1.30024)  0.077
H (2.00305, 0.93564, -0.18205)  0.071
H (-1.66507, 0.67129, 0.35367)  0.123
H (-0.98802, -0.33896, 2.45124)  0.082
H (0.07793, 0.98021, 2.98488)  0.082
H (0.70834, -0.65887, 2.79514)  0.075
H (0.44522, 1.30242, -1.71098)  0.084
H (-0.08426, 2.71043, -0.79347)  0.095
H (-1.25243, 1.77072, -1.76370)  0.082



8.
ORCA calculation (the ωB97M-V functional and the def2-TZVPD basis) on a single C3H5NO2 molecule.

Output
Net charge: 0
Highest occupied orbital energy, eV: -10.8
Frontier orbital gap, hartree: 0.4245
E_LUMO, eV: 0.78
Relative energy (zero: lowest compared OMol25 entry of this formula, charge and spin), kcal per mole: 30.0
SMILES string: [H]/N=C(/C)OC=O

Each line ends with the Löwdin charge.
Cartesian coordinates (Å):
C (-0.03391, 0.53746, -1.24058)  -0.035
C (0.62362, -0.15233, -0.08389)  -0.464
N (1.87895, -0.21800, -0.20285)  0.155
O (-0.02472, -0.69018, 1.00831)  0.068
C (-1.30649, -0.36899, 1.32894)  -0.307
O (-1.83522, -0.85665, 2.28099)  0.113
H (-0.13024, 1.61377, -1.06701)  0.091
H (-0.98583, 0.13986, -1.61155)  0.086
H (0.84264, 0.41875, -1.89174)  0.084
H (2.36850, -0.55716, 0.61219)  0.067
H (-1.76236, 0.36410, 0.64366)  0.143



For the records above, the corresponding max |F| values read 1.94, 4.16, 5.08, 5.54, 5.54, 3.52, 1.72, 1.28 eV/A.
For the records above, the corresponding total energy values read -1319.07654, -271.26188, -461.31437, -1661.56424, -436.46850, -1406.14818, -328.17430, -322.52652 a.u..